# 1
# C17H25Br33I2Si

A molecular structure, C17H25Br33I2Si in a non-equilibrium geometry (the ωB97M-V functional and the def2-TZVPD basis, the Open Molecules 2025 dataset).

Computed properties:
M in g/mol: 3148.11
HOMO in Eh: -0.345

ORCA input file:
```
! RIJCOSX wB97M-V def2-TZVPD def2/J DEFGRID3
* xyz 0 1
C -2.865 -1.258 -1.433
C -2.481 0.153 -0.985
I -4.132 1.472 -1.364
C -1.972 0.138 0.466
Si -3.233 0.395 1.871
C -2.264 0.703 3.477
C -1.353 -0.443 3.897
C 0.010 -0.419 3.286
I 1.216 1.206 3.989
H -3.766 -1.282 -2.005
H -3.019 -1.851 -0.552
H -2.048 -1.707 -1.966
H -1.676 0.503 -1.589
H -1.171 0.843 0.596
H -1.567 -0.846 0.617
H -4.094 1.575 1.698
H -4.044 -0.830 2.072
H -3.022 0.807 4.231
H -1.738 1.635 3.406
H -1.214 -0.364 4.959
H -1.855 -1.379 3.731
H 0.526 -1.315 3.562
H 0.029 -0.381 2.218
C 2.962 0.636 -1.561
Br 3.512 -0.383 -0.026
Br 1.929 -0.415 -2.795
Br 2.050 2.257 -1.068
H 3.865 0.924 -2.073
C 0.819 0.524 -6.560
Br 0.185 2.179 -5.813
Br -0.340 -0.945 -6.113
Br 1.087 0.656 -8.465
H 1.780 0.321 -6.116
C 1.051 -4.330 0.364
Br -0.724 -5.072 0.283
Br 1.881 -4.286 -1.369
Br 1.059 -2.592 1.193
H 1.642 -4.985 0.984
C 5.232 2.055 5.189
Br 6.244 0.807 4.123
Br 5.844 2.103 7.013
Br 5.217 3.809 4.397
H 4.213 1.701 5.203
C 1.291 -3.147 -9.416
Br 1.878 -3.923 -11.078
Br -0.539 -3.591 -9.027
Br 2.459 -3.615 -7.958
H 1.340 -2.076 -9.527
C -6.892 1.502 -4.426
Br -8.567 0.607 -4.743
Br -5.723 1.392 -5.960
Br -7.140 3.331 -3.859
H -6.403 0.986 -3.613
C -0.486 4.878 4.778
Br -2.355 4.557 4.440
Br 0.541 4.869 3.150
Br -0.219 6.497 5.782
H -0.127 4.060 5.384
C -4.758 -2.240 -8.188
Br -4.292 -0.469 -8.775
Br -4.818 -3.489 -9.652
Br -3.557 -2.868 -6.820
H -5.750 -2.187 -7.771
C -2.486 9.689 7.951
Br -0.564 9.528 7.935
Br -3.340 8.168 7.139
Br -3.152 10.015 9.726
H -2.735 10.550 7.354
C 9.067 -0.550 6.406
Br 10.185 0.909 6.976
Br 10.044 -1.823 5.341
Br 8.188 -1.393 7.895
H 8.297 -0.133 5.779
C 3.451 -8.398 -1.302
Br 1.751 -8.173 -2.173
Br 3.381 -7.819 0.536
Br 4.097 -10.204 -1.452
H 4.157 -7.762 -1.808
*
```


# 2
# C17H25BrN2O3S

A single C17H25BrN2O3S molecule (the ωB97M-V functional and the def2-TZVPD basis, the Open Molecules 2025 dataset).

Computed properties:
M in g/mol: 417.37
HOMO in Eh: -0.307
SMILES string: CC1CCN(CCNC(=O)CCS(=O)(=O)c2ccc(Br)cc2)CC1
Energy relative to the best compared isomer or geometry (same formula, charge and spin) in kJ/mol: 28.7

ORCA input file:
```
! RIJCOSX wB97M-V def2-TZVPD def2/J DEFGRID3
* xyz 0 1
C 2.787 4.572 0.770
C 2.312 3.266 0.142
C 2.155 2.166 1.188
C 1.725 0.855 0.537
N 2.698 0.431 -0.457
C 2.370 -0.863 -1.036
C 2.526 -2.016 -0.034
N 1.273 -2.441 0.556
C 0.625 -3.534 0.119
O 1.066 -4.314 -0.700
C -0.741 -3.753 0.779
C -1.829 -3.087 -0.043
S -1.668 -1.268 0.070
O -1.133 -0.934 1.368
O -0.973 -0.768 -1.083
C -3.367 -0.681 0.002
C -4.078 -0.533 1.178
C -5.394 -0.109 1.130
C -5.969 0.155 -0.104
Br -7.776 0.730 -0.177
C -5.257 0.013 -1.286
C -3.940 -0.411 -1.227
C 2.814 1.439 -1.497
C 3.294 2.764 -0.914
H 2.076 4.918 1.517
H 2.893 5.345 0.012
H 3.752 4.432 1.253
H 1.340 3.437 -0.336
H 1.415 2.453 1.938
H 3.113 2.013 1.690
H 1.660 0.089 1.312
H 0.722 0.970 0.089
H 3.068 -1.027 -1.861
H 1.347 -0.880 -1.446
H 2.924 -2.895 -0.544
H 3.215 -1.715 0.759
H 0.765 -1.768 1.114
H -0.923 -4.829 0.819
H -0.748 -3.343 1.789
H -2.823 -3.322 0.333
H -1.753 -3.339 -1.098
H -3.586 -0.734 2.117
H -5.967 0.017 2.036
H -5.724 0.232 -2.233
H -3.345 -0.519 -2.119
H 3.538 1.084 -2.236
H 1.848 1.592 -2.012
H 3.401 3.495 -1.717
H 4.272 2.613 -0.453
*
```


# 3
# C17H25Cl3N2O2

A single C17H25Cl3N2O2 molecule (the ωB97M-V functional and the def2-TZVPD basis, the Open Molecules 2025 dataset).

Computed properties:
M in g/mol: 395.76
HOMO in Eh: -0.295
SMILES string: CCCCCCCC(=O)N[C@H](Nc1ccccc1OC)C(Cl)(Cl)Cl
Energy relative to the best compared isomer or geometry (same formula, charge and spin) in kJ/mol: 18.0

ORCA input file:
```
! RIJCOSX wB97M-V def2-TZVPD def2/J DEFGRID3
* xyz 0 1
C -6.048 -1.553 -0.478
C -5.875 -1.009 0.935
C -4.431 -0.650 1.293
C -3.843 0.502 0.466
C -2.970 0.013 -0.689
C -2.500 1.141 -1.611
C -1.762 2.275 -0.894
C -0.665 1.850 0.061
O -0.494 2.359 1.144
N 0.155 0.868 -0.410
C 1.266 0.375 0.351
N 2.441 0.321 -0.454
C 3.713 0.507 0.101
C 3.993 1.527 0.995
C 5.280 1.703 1.480
C 6.295 0.866 1.065
C 6.035 -0.154 0.160
C 4.753 -0.342 -0.325
O 4.379 -1.323 -1.211
C 5.350 -2.249 -1.628
C 0.912 -1.025 0.944
Cl -0.506 -0.918 2.004
Cl 0.555 -2.157 -0.382
Cl 2.287 -1.654 1.873
H -5.819 -0.792 -1.220
H -7.075 -1.875 -0.633
H -5.394 -2.407 -0.640
H -6.226 -1.761 1.646
H -6.503 -0.124 1.059
H -4.412 -0.374 2.349
H -3.801 -1.535 1.180
H -3.230 1.127 1.118
H -4.653 1.123 0.078
H -2.105 -0.508 -0.274
H -3.524 -0.707 -1.291
H -3.369 1.577 -2.109
H -1.867 0.714 -2.394
H -2.464 2.878 -0.317
H -1.302 2.932 -1.638
H -0.006 0.459 -1.316
H 1.401 1.064 1.194
H 2.442 -0.451 -1.111
H 3.206 2.194 1.310
H 5.482 2.500 2.179
H 7.299 0.997 1.439
H 6.841 -0.800 -0.151
H 6.160 -1.762 -2.181
H 5.768 -2.801 -0.780
H 4.831 -2.943 -2.288
*
```


# 4
# C17H25ErF3NO7S5

A molecular structure, C17H25ErF3NO7S5 in a non-equilibrium geometry (the ωB97M-V functional and the def2-TZVPD basis, the Open Molecules 2025 dataset).

Computed properties:
M in g/mol: 739.98
HOMO (spin up / spin down) in Eh: -0.279 / -0.278

ORCA input file:
```
! RIJCOSX wB97M-V def2-TZVPD def2/J DEFGRID3
* xyz 0 4
Er -0.890 1.061 0.217
C -2.735 0.957 -2.652
C -1.550 0.031 -2.921
S -0.023 0.295 -1.960
C 0.503 1.975 -2.488
C -0.240 3.230 -1.989
S -0.358 3.432 -0.174
C -2.158 3.675 0.092
C -3.216 2.995 -0.788
S -3.135 1.173 -0.882
H -3.625 0.527 -3.127
H -2.575 1.914 -3.150
H -1.295 0.065 -3.986
H -1.860 -1.001 -2.718
H 0.515 1.984 -3.584
H 1.553 2.061 -2.180
H -1.208 3.327 -2.471
H 0.329 4.100 -2.339
H -2.326 4.757 0.039
H -2.343 3.400 1.137
H -3.239 3.445 -1.784
H -4.197 3.225 -0.354
F -2.139 -3.591 0.662
C -1.848 -2.403 1.282
F -1.968 -2.646 2.627
F -0.511 -2.185 1.062
S -2.924 -0.990 0.696
O -4.302 -1.389 1.010
O -2.671 -0.875 -0.747
O -2.477 0.186 1.455
C 0.438 -5.233 2.771
C 1.133 -4.151 1.999
C 0.936 -4.011 0.615
C 1.595 -2.998 -0.092
C 2.455 -2.120 0.579
C 2.651 -2.256 1.957
C 1.994 -3.267 2.665
S 3.311 -0.816 -0.305
O 2.895 -0.674 -1.779
O 4.816 -1.101 -0.422
N 3.209 0.804 0.418
C 2.193 1.617 -0.250
C 1.844 2.843 0.598
C 1.284 2.442 1.936
O 1.848 2.786 2.962
O 0.156 1.706 2.013
H -0.207 -5.854 2.114
H -0.197 -4.779 3.561
H 1.193 -5.894 3.248
H 0.275 -4.683 0.083
H 1.434 -2.901 -1.158
H 3.313 -1.580 2.483
H 2.157 -3.361 3.732
H 4.138 1.281 0.368
H 1.274 1.018 -0.411
H 2.569 1.949 -1.244
H 1.086 3.454 0.064
H 2.757 3.464 0.737
H 0.362 -0.419 0.776
*
```


# 5
# C17H25N2O3S

A gas-phase ion, C17H25N2O3S (charge +1) (the ωB97M-V functional and the def2-TZVPD basis, the Open Molecules 2025 dataset).

Computed properties:
M in g/mol: 337.46
HOMO in Eh: -0.397
SMILES string: COc1cc([C@H]2SCC(=O)N2CC[NH+]2CCCCC2)ccc1O

ORCA input file:
```
! RIJCOSX wB97M-V def2-TZVPD def2/J DEFGRID3
* xyz 1 1
C 0.863 -3.198 -4.729
O 0.082 -3.577 -3.618
C -0.220 -2.640 -2.677
C 0.245 -1.339 -2.649
C -0.148 -0.472 -1.631
C 0.348 0.945 -1.646
S -0.889 2.111 -2.379
C -1.444 2.633 -0.732
C -0.386 2.208 0.239
O -0.407 2.503 1.434
N 0.578 1.460 -0.315
C 1.783 1.083 0.402
C 1.543 0.063 1.521
N 0.980 0.714 2.725
C 0.085 -0.185 3.492
C -0.215 0.393 4.879
C -0.119 1.915 4.843
C 1.324 2.333 4.529
C 1.997 1.299 3.622
C -1.019 -0.917 -0.648
C -1.476 -2.224 -0.655
C -1.085 -3.096 -1.657
O -1.530 -4.364 -1.652
H 0.393 -2.382 -5.285
H 1.872 -2.905 -4.424
H 0.920 -4.081 -5.362
H 0.905 -0.975 -3.420
H 1.251 1.039 -2.255
H -1.563 3.716 -0.713
H -2.404 2.177 -0.480
H 2.475 0.658 -0.325
H 2.234 1.993 0.813
H 2.481 -0.431 1.785
H 0.843 -0.695 1.161
H 0.393 1.540 2.352
H -0.837 -0.301 2.919
H 0.563 -1.164 3.581
H 0.490 0.006 5.616
H -1.211 0.081 5.187
H -0.801 2.309 4.089
H -0.422 2.329 5.803
H 1.903 2.419 5.448
H 1.320 3.310 4.048
H 2.782 1.769 3.028
H 2.448 0.491 4.202
H -1.367 -0.244 0.123
H -2.153 -2.583 0.102
H -1.196 -4.822 -2.437
*
```


# 6
# C17H25N3O3

A single C17H25N3O3 molecule (the ωB97M-V functional and the def2-TZVPD basis, the Open Molecules 2025 dataset).

Computed properties:
M in g/mol: 319.41
HOMO in Eh: -0.335
SMILES string: CCOC(=O)N1CCC(NCCNC(=O)c2ccccc2)CC1
Energy relative to the best compared isomer or geometry (same formula, charge and spin) in kJ/mol: 137.8

ORCA input file:
```
! RIJCOSX wB97M-V def2-TZVPD def2/J DEFGRID3
* xyz 0 1
C -0.708 -3.783 -2.490
C -2.178 -3.537 -2.801
O -2.707 -2.465 -2.024
C -2.457 -1.218 -2.498
O -1.877 -0.992 -3.535
N -2.944 -0.265 -1.675
C -3.599 -0.547 -0.414
C -3.299 0.569 0.591
C -1.865 1.099 0.398
N -0.823 0.089 0.500
C -0.637 -0.546 1.794
C 0.091 0.405 2.750
N 1.296 0.895 2.128
C 2.520 0.728 2.681
O 2.680 0.268 3.797
C 3.663 1.168 1.827
C 4.895 0.552 2.026
C 5.992 0.917 1.269
C 5.872 1.913 0.314
C 4.655 2.546 0.125
C 3.552 2.177 0.874
C -1.759 1.763 -0.988
C -2.743 1.132 -1.984
H -0.357 -4.644 -3.052
H -0.572 -3.973 -1.428
H -0.122 -2.914 -2.776
H -2.789 -4.403 -2.535
H -2.304 -3.303 -3.862
H -3.235 -1.507 -0.043
H -4.682 -0.638 -0.567
H -3.438 0.190 1.603
H -3.989 1.403 0.456
H -1.662 1.846 1.172
H -0.959 -0.610 -0.221
H -1.573 -0.880 2.266
H -0.007 -1.424 1.635
H -0.555 1.249 3.017
H 0.378 -0.115 3.667
H 1.198 1.112 1.148
H 4.970 -0.213 2.784
H 6.943 0.428 1.425
H 6.729 2.202 -0.277
H 4.565 3.333 -0.609
H 2.615 2.696 0.733
H -1.963 2.831 -0.914
H -0.737 1.636 -1.345
H -2.360 1.195 -3.003
H -3.713 1.638 -1.941
*
```


# 7
# C17H25N3O3S

A single C17H25N3O3S molecule in a non-equilibrium geometry (the ωB97M-V functional and the def2-TZVPD basis, the Open Molecules 2025 dataset).

Computed properties:
M in g/mol: 351.47
HOMO in Eh: -0.298
SMILES string: CCC(=O)N1c2ccc(S(=O)(=O)N3CCN(C)CC3)cc2C[C@@H]1C
Energy relative to the best compared isomer or geometry (same formula, charge and spin) in kJ/mol: 139.0

ORCA input file:
```
! RIJCOSX wB97M-V def2-TZVPD def2/J DEFGRID3
* xyz 0 1
C 6.309 3.325 -0.220
C 5.442 2.335 -0.989
C 4.100 2.148 -0.300
O 3.787 2.775 0.688
N 3.247 1.251 -0.889
C 1.917 1.056 -0.512
C 1.259 1.497 0.625
C -0.083 1.170 0.767
C -0.732 0.428 -0.199
S -2.442 -0.037 0.005
O -2.978 0.658 1.146
O -3.125 0.091 -1.249
N -2.246 -1.676 0.308
C -3.249 -2.552 -0.258
C -4.512 -2.602 0.612
N -4.218 -2.723 2.042
C -4.722 -1.605 2.820
C -2.825 -3.020 2.291
C -1.862 -1.990 1.675
C -0.081 -0.010 -1.343
C 1.247 0.311 -1.492
C 2.188 0.016 -2.621
C 3.559 0.364 -2.014
C 4.251 -0.900 -1.499
H 5.799 4.280 -0.133
H 6.500 2.955 0.784
H 7.257 3.473 -0.730
H 5.957 1.377 -1.072
H 5.259 2.711 -1.999
H 1.773 2.083 1.367
H -0.643 1.497 1.628
H -3.492 -2.153 -1.242
H -2.806 -3.546 -0.376
H -5.128 -3.458 0.307
H -5.082 -1.687 0.435
H -4.486 -1.778 3.870
H -5.806 -1.577 2.715
H -4.313 -0.635 2.516
H -2.617 -4.011 1.877
H -2.665 -3.065 3.370
H -1.888 -1.062 2.251
H -0.834 -2.375 1.679
H -0.629 -0.573 -2.081
H 2.143 -1.022 -2.946
H 1.954 0.651 -3.479
H 4.201 0.877 -2.734
H 4.507 -1.550 -2.332
H 3.582 -1.433 -0.827
H 5.161 -0.662 -0.955
*
```


# 8
# C17H25N6O8STi

A molecular structure, C17H25N6O8STi in a non-equilibrium geometry (the ωB97M-V functional and the def2-TZVPD basis, the Open Molecules 2025 dataset).

Computed properties:
M in g/mol: 521.36
HOMO (spin up / spin down) in Eh: -0.305 / -0.426
Energy relative to the best compared isomer or geometry (same formula, charge and spin) in kJ/mol: 183.0

ORCA input file:
```
! RIJCOSX wB97M-V def2-TZVPD def2/J DEFGRID3
* xyz 1 3
Ti 0.129 -2.063 1.578
O -2.690 -4.260 3.489
C -1.721 -3.630 3.146
O -1.488 -3.138 1.958
C -0.594 -3.276 4.117
C -0.453 -3.667 5.440
C 0.640 -3.191 6.148
C 1.548 -2.328 5.544
C 1.345 -2.000 4.215
N 0.310 -2.493 3.555
C 2.135 -1.033 3.328
O 2.822 -0.137 3.784
O 1.896 -1.240 2.078
H -1.187 -4.322 5.888
H 0.780 -3.484 7.180
H 2.391 -1.917 6.082
C 0.656 4.332 -3.893
C -0.588 3.457 -3.857
S -0.221 1.887 -3.105
O 0.969 1.348 -3.700
O -0.222 2.072 -1.649
C -1.603 0.809 -3.516
C -1.150 -0.622 -3.786
N -0.339 -1.131 -2.698
C -0.803 -1.376 -1.447
N 0.174 -1.752 -0.647
C 1.328 -1.761 -1.387
C 1.022 -1.387 -2.655
N 1.935 -1.321 -3.769
O 3.109 -1.361 -3.485
O 1.480 -1.195 -4.890
C -2.225 -1.266 -1.027
H 0.371 5.338 -4.194
H 1.385 3.942 -4.599
H 1.128 4.400 -2.911
H -0.952 3.240 -4.861
H -1.393 3.913 -3.279
H -2.061 1.196 -4.429
H -2.339 0.892 -2.715
H -0.567 -0.680 -4.696
H -2.029 -1.257 -3.907
H 2.282 -2.036 -0.972
H -2.903 -1.647 -1.791
H -2.499 -0.227 -0.817
H -2.375 -1.858 -0.123
N 1.064 3.224 0.545
C 0.011 2.658 1.458
C 0.256 1.154 1.533
N -0.826 0.353 2.073
H 1.066 4.242 0.537
H 0.868 2.887 -0.428
H 1.995 2.910 0.830
H -0.944 2.918 1.004
H 0.115 3.165 2.416
H 1.160 0.956 2.110
H 0.469 0.788 0.520
H -1.708 0.517 1.607
H -0.958 0.460 3.070
*
```


no.,electronic energy (eV)
1,-2353511.8329
2,-108035.5652
3,-62678.0001
4,-123798.6424
5,-37987.5207
6,-28648.8859
7,-39482.7629
8,-77299.8606